(1)
16
Properties=species:S:1:pos:R:3:nbo_charge:R:1 method="wB97M-V/def2-TZVPD" largest_force_ha_per_bohr=0.0298 homo_ev=-11.747 e_lumo_ev=1.15
C -1.98135 -0.39816 2.08115 -0.6121
C -1.43368 0.04733 0.69363 -0.6163
H -1.18498 -0.71872 2.75171 0.2037
H -2.49333 0.43626 2.56387 0.2011
H -2.75459 -1.16345 2.02341 0.2037
H -1.88577 -0.59089 -0.06656 0.2056
H -0.35586 -0.04956 0.70459 0.2076
H -1.78426 1.05438 0.49435 0.2064
C 2.19488 0.64188 -1.00585 -0.6102
C 1.29108 -0.32147 -1.81015 -0.6104
H 3.17793 0.73847 -1.46518 0.2043
H 1.76422 1.63172 -1.00493 0.2021
H 2.27655 0.33432 0.03357 0.2020
H 1.61956 -0.38127 -2.84374 0.2044
H 0.26721 0.04619 -1.79603 0.2049
H 1.28240 -1.30703 -1.35383 0.2032



(2)
16
Properties=species:S:1:pos:R:3:nbo_charge:R:1 method="wB97M-V/def2-TZVPD" largest_force_ha_per_bohr=0.0326 homo_ev=-11.458 e_lumo_ev=1.14
C -0.34122 1.86818 -1.15295 -0.6228
C 0.87562 1.42854 -1.98819 -0.6151
H -0.14044 2.84231 -0.68652 0.2021
H -1.22696 2.10093 -1.74644 0.2112
H -0.41771 1.15235 -0.35203 0.2125
H 1.13174 0.38435 -1.78973 0.2025
H 1.78435 2.01651 -1.81072 0.2037
H 0.73847 1.59586 -3.05136 0.2049
C -0.24779 -1.23267 0.95094 -0.6115
C -0.33273 -2.06648 2.20421 -0.6103
H 0.54162 -1.59308 0.29104 0.2060
H -1.18882 -1.20150 0.41069 0.2082
H 0.14019 -0.21965 1.12865 0.1971
H -0.95373 -1.70939 3.03333 0.2064
H -0.80823 -3.00833 1.86618 0.1998
H 0.62447 -2.36974 2.61983 0.2054